[1]
Entry from the Open Molecules 2025 dataset: a cluster of 15 separate species, H31O15 in total in a non-equilibrium geometry (the ωB97M-V functional and the def2-TZVPD basis).

Structure (XYZ):
```
46
H31O15 (the ωB97M-V functional and the def2-TZVPD basis)
O -2.387 -1.775 3.426
H -0.323 2.928 -2.853
H -2.333 -2.681 3.717
O 1.426 0.191 0.663
H 3.104 2.555 -0.376
H 2.155 -0.462 0.449
O -3.185 -3.559 0.001
H -1.276 0.241 3.318
H 0.871 -1.358 -4.203
O -1.079 -1.880 -1.293
H 0.966 -3.436 0.159
H -2.796 0.348 0.179
O 0.294 3.606 -2.581
H -1.077 -2.516 -0.582
H 2.339 2.933 1.046
O -1.615 3.957 -0.324
H -3.696 -2.772 -0.201
H -2.822 -3.476 -0.900
O -0.408 -0.145 3.149
H -1.920 3.975 -1.237
H 2.214 -3.530 -2.137
O -1.136 1.034 -1.672
H 0.993 -0.104 1.485
H 1.266 -2.467 -1.569
O 0.112 -3.519 0.615
H -0.176 4.306 -2.129
H 0.880 4.512 1.471
O -2.939 1.096 0.757
H -1.247 1.885 -1.238
O 2.681 2.227 0.411
H 1.678 1.224 0.585
H -2.313 1.785 0.521
O 2.095 -2.935 -1.393
H 0.042 -4.349 1.090
H -1.643 4.858 0.014
O 1.330 3.785 1.900
H 0.129 0.094 3.913
H 1.749 3.897 2.754
O 0.944 -1.323 -3.231
H -1.756 -1.606 2.726
H 3.817 -0.747 -1.085
O 3.745 -0.955 -0.140
H 3.667 -1.920 -0.246
H -0.720 -2.138 -2.138
H -1.231 0.425 -0.936
H 0.881 -0.349 -3.310
```

Calculated values
ΔE to the lowest compared entry with this formula, charge and spin, kcal/mol: 54.76
Gap between HOMO and LUMO, hartree: 0.37333
Charge: +1
E_HOMO, eV: -13.04
Energy, a.u.: -1146.9157
LUMO level, eV: -2.881
Maximum force, Eh/bohr: 0.050



[2]
Entry from the Open Molecules 2025 dataset: the molecule C3H4N2 in a non-equilibrium geometry (the ωB97M-V functional and the def2-TZVPD basis).

Structure (XYZ):
```
9
C3H4N2 (the ωB97M-V functional and the def2-TZVPD basis)
N 0.028 0.866 1.013
C 1.203 0.010 0.072
C 0.482 -0.867 -0.640
C -1.163 -0.374 -0.372
N -1.164 0.542 0.510
H -0.005 1.903 1.068
H 2.202 0.404 0.307
H 0.605 -1.771 -1.261
H -2.187 -0.711 -0.696
```

Calculated values
ΔE to the lowest compared entry with this formula, charge and spin, kcal/mol: 75.35
Gap between HOMO and LUMO, hartree: 0.38275
Charge: 0
E_HOMO, eV: -9.24
Energy, a.u.: -226.1051
LUMO level, eV: 1.180
Maximum force, Eh/bohr: 0.075



[3]
Entry from the Open Molecules 2025 dataset: a structure of composition C23H39AlAsN7S7Si2 (the ωB97M-V functional and the def2-TZVPD basis).

Structure (XYZ):
```
80
C23H39AlAsN7S7Si2 (the ωB97M-V functional and the def2-TZVPD basis)
Al -0.090 -0.089 0.201
C -2.515 5.045 0.423
S -3.172 3.510 -0.270
C -1.942 2.345 0.128
S -2.252 0.746 -0.432
N -0.895 2.749 0.818
N -0.020 1.732 1.061
C 0.967 1.957 1.829
C 1.863 0.828 2.060
C 2.964 0.894 2.897
C 3.716 -0.247 3.109
C 3.351 -1.421 2.470
C 2.256 -1.411 1.629
N 1.530 -0.306 1.416
H -3.355 5.734 0.489
H -2.103 4.854 1.410
H -1.748 5.452 -0.230
H 1.124 2.934 2.270
H 3.210 1.838 3.367
H 4.576 -0.225 3.766
H 3.903 -2.338 2.624
H 1.925 -2.299 1.105
C -3.587 -1.328 -3.321
S -1.819 -0.892 -3.281
C -1.148 -2.492 -3.065
C -0.579 -2.991 -1.954
S -0.336 -2.381 -0.334
S -0.011 -4.648 -2.092
C -0.524 -4.967 -3.714
S -0.343 -6.416 -4.456
S -1.230 -3.575 -4.444
H -4.131 -0.384 -3.349
H -3.851 -1.870 -2.415
H -3.823 -1.918 -4.204
C -4.459 -3.404 2.424
C -4.944 -2.261 3.315
C -5.633 -1.171 2.495
C -3.807 -1.711 4.182
N -2.589 -1.464 3.408
C -2.336 -0.553 2.479
N -1.126 -0.761 2.024
N -0.629 -1.821 2.721
N -1.501 -2.248 3.554
H -5.307 -3.883 1.932
H -3.926 -4.166 2.997
H -3.787 -3.040 1.641
H -5.670 -2.664 4.025
H -4.981 -0.791 1.702
H -5.946 -0.333 3.123
H -6.523 -1.574 2.010
H -3.527 -2.434 4.942
H -4.099 -0.783 4.670
H -3.012 0.214 2.142
C 3.271 -2.293 -1.407
Si 3.363 -0.453 -1.806
C 4.640 0.362 -0.687
C 4.050 -0.365 -3.552
As 1.264 0.591 -1.841
Si 1.972 2.816 -1.854
C 3.198 3.105 -3.244
C 2.805 3.504 -0.295
C 0.468 3.882 -2.190
H 3.760 -2.858 -2.205
H 2.238 -2.642 -1.338
H 3.773 -2.538 -0.465
H 5.557 -0.241 -0.660
H 4.283 0.480 0.341
H 4.897 1.356 -1.067
H 5.014 -0.886 -3.605
H 4.199 0.662 -3.892
H 3.359 -0.851 -4.248
H 4.189 2.724 -2.978
H 3.292 4.182 -3.431
H 2.883 2.621 -4.172
H 3.198 2.712 0.350
H 2.101 4.109 0.288
H 3.645 4.147 -0.578
H -0.116 3.490 -3.028
H 0.761 4.913 -2.422
H -0.177 3.898 -1.308
```

Calculated values
Gap between HOMO and LUMO, hartree: 0.21254
Charge: 0
E_HOMO, eV: -6.94
Energy, a.u.: -7127.7935
LUMO level, eV: -1.154
Maximum force, Eh/bohr: 0.015



[4]
Entry from the Open Molecules 2025 dataset: the molecule C5H4N2 (the ωB97M-V functional and the def2-TZVPD basis).

Structure (XYZ):
```
11
C5H4N2 (the ωB97M-V functional and the def2-TZVPD basis)
C -0.461 2.715 -1.089
C -0.236 1.650 -0.492
C -0.010 0.373 0.061
C 0.607 -0.723 -0.507
C 0.413 -1.742 0.444
N -0.244 -1.309 1.513
N -0.512 -0.031 1.250
H -0.383 2.061 -2.019
H 1.095 -0.763 -1.471
H 0.729 -2.773 0.387
H -0.997 0.542 1.924
```

Calculated values
ΔE to the lowest compared entry with this formula, charge and spin, kcal/mol: 85.46
Gap between HOMO and LUMO, hartree: 0.35695
Charge: 0
E_HOMO, eV: -9.43
Energy, a.u.: -302.2921
LUMO level, eV: 0.287
Maximum force, Eh/bohr: 0.019



[5]
Entry from the Open Molecules 2025 dataset: a structure of composition C8H20O8P2RuS4 (the ωB97M-V functional and the def2-TZVPD basis).

Structure (XYZ):
```
43
C8H20O8P2RuS4 (the ωB97M-V functional and the def2-TZVPD basis)
Ru 0.506 0.546 -0.180
C -2.684 -1.384 -0.373
C -3.026 0.093 -0.234
S -1.674 1.312 -0.364
C -1.656 1.870 -2.085
C -1.138 0.861 -3.085
S 0.380 0.055 -2.470
C 0.121 -1.671 -2.974
C -0.834 -2.560 -2.187
S -2.565 -2.026 -2.067
H -3.477 -1.951 0.116
H -1.753 -1.607 0.140
H -3.419 0.274 0.768
H -3.798 0.407 -0.938
H -1.008 2.747 -2.034
H -2.658 2.212 -2.344
H -0.882 1.353 -4.022
H -1.871 0.082 -3.269
H 1.120 -2.111 -2.966
H -0.179 -1.588 -4.019
H -0.457 -2.740 -1.186
H -0.858 -3.521 -2.704
O 3.595 3.027 -0.553
P 2.457 2.183 0.086
O 2.669 0.690 -0.074
O 1.051 2.453 -0.538
O 2.428 2.617 1.603
P 1.218 2.091 2.620
O 0.271 3.358 2.673
O 1.769 1.670 3.903
O 0.498 1.039 1.781
H 3.654 3.957 -0.297
H 0.372 3.853 3.497
C 2.534 -1.523 2.143
S 1.016 -2.266 1.570
C -0.015 -2.038 3.018
O 0.414 -1.467 0.387
H 2.347 -0.539 2.556
H 3.221 -1.482 1.302
H 2.919 -2.186 2.919
H -1.013 -2.385 2.759
H 0.005 -1.006 3.339
H 0.399 -2.697 3.783
```

Calculated values
Expectation value of S²: 0.755
ΔE to the lowest compared entry with this formula, charge and spin, kcal/mol: 0.00
Gap between HOMO and LUMO (alpha / beta), hartree: 0.32609 / 0.26341
Spin multiplicity: 2
Charge: +1
E_HOMO (alpha / beta), eV: -11.95 / -11.94
Energy, a.u.: -3289.1718
LUMO level (alpha / beta), eV: -3.077 / -4.768
Maximum force, Eh/bohr: 0.014



[6]
Entry from the Open Molecules 2025 dataset: a structure of composition C17H45CdClN3O6 in a non-equilibrium geometry (the ωB97M-V functional and the def2-TZVPD basis).

Structure (XYZ):
```
73
C17H45CdClN3O6 (the ωB97M-V functional and the def2-TZVPD basis)
Cd -2.459 -0.341 0.616
Cl 0.045 -0.333 0.699
C 2.857 5.526 -1.364
O 1.545 5.464 -1.852
C 1.120 4.238 -2.402
C 1.059 3.020 -1.472
N -0.062 3.113 -0.515
C 0.062 4.277 0.369
C -0.923 4.223 1.521
O -0.936 2.977 2.193
C 0.300 2.594 2.771
H 3.010 6.546 -1.013
H 3.594 5.335 -2.154
H 3.084 4.842 -0.539
H 1.681 4.020 -3.317
H 0.104 4.450 -2.739
H 2.004 2.783 -0.972
H 0.813 2.171 -2.113
H -0.022 2.300 0.093
H -0.093 5.226 -0.144
H 1.098 4.351 0.739
H -1.907 4.466 1.119
H -0.674 5.012 2.239
H 0.226 1.683 3.361
H 0.710 3.342 3.459
H 1.043 2.479 1.979
C 1.172 -1.474 -6.456
O 0.782 -1.510 -5.100
C 1.493 -0.605 -4.336
C 1.073 -0.571 -2.849
N 0.568 -1.856 -2.354
C 1.649 -2.827 -2.131
C 1.040 -4.038 -1.411
O -0.173 -4.519 -1.904
C -0.412 -5.856 -1.468
H 2.241 -1.356 -6.645
H 0.593 -0.715 -6.988
H 0.917 -2.434 -6.910
H 1.397 0.459 -4.602
H 2.569 -0.825 -4.301
H 0.287 0.159 -2.618
H 1.920 -0.169 -2.269
H 0.121 -1.698 -1.462
H 2.397 -2.426 -1.434
H 2.131 -3.107 -3.065
H 1.145 -3.939 -0.315
H 1.783 -4.858 -1.506
H -1.465 -6.052 -1.659
H -0.330 -5.859 -0.371
H 0.301 -6.530 -1.939
C -2.400 0.483 4.746
C -2.337 -0.181 3.381
C -3.133 -1.475 3.332
O -3.061 -2.044 2.005
C -3.759 -3.281 1.841
N -2.671 0.817 2.326
H -2.059 -0.255 5.483
H -3.399 0.669 5.157
H -1.799 1.384 4.837
H -1.295 -0.469 3.204
H -4.172 -1.312 3.644
H -2.716 -2.233 3.996
H -3.438 -4.040 2.559
H -3.482 -3.658 0.861
H -4.828 -3.140 2.005
H -2.000 1.616 2.361
H -3.407 1.355 2.806
C 1.806 -2.847 3.234
O 1.012 -1.691 3.525
H 1.280 -3.450 2.490
H 2.823 -2.614 2.921
H 1.835 -3.443 4.144
H 0.721 -1.346 2.671
```

Calculated values
ΔE to the lowest compared entry with this formula, charge and spin, kcal/mol: 0.00
Gap between HOMO and LUMO, hartree: 0.19600
Charge: +1
E_HOMO, eV: -10.64
Energy, a.u.: -1917.9827
LUMO level, eV: -5.304
Maximum force, Eh/bohr: 0.061



[7]
Entry from the Open Molecules 2025 dataset: a structure of composition C7H20BrLiO5 in a non-equilibrium geometry (the ωB97M-V functional and the def2-TZVPD basis).

Structure (XYZ):
```
34
C7H20BrLiO5 (the ωB97M-V functional and the def2-TZVPD basis)
Li 3.525 0.287 -1.292
Br 1.162 0.562 -0.787
C -0.945 -1.327 2.084
C -0.187 -2.616 1.751
C -1.019 -3.454 0.793
O 1.018 -2.260 1.091
H -1.803 -1.500 2.738
H -1.323 -0.867 1.168
H -0.289 -0.618 2.593
H 0.013 -3.173 2.664
H -2.042 -3.667 1.093
H -0.474 -4.386 0.593
H -1.010 -2.992 -0.199
H 0.860 -1.469 0.558
C 1.328 2.477 4.393
C 1.726 2.298 2.947
O 0.552 2.214 2.157
O 0.388 1.497 4.775
H 0.929 3.465 4.635
H 2.254 2.342 4.964
H 2.291 1.363 2.857
H 2.353 3.140 2.626
H 0.781 1.815 1.308
H 0.036 1.134 3.952
C -1.670 0.491 -5.065
C -0.199 0.761 -4.988
O 0.061 1.674 -3.931
O -1.930 -0.380 -6.149
H -2.267 1.413 -5.064
H -1.999 0.056 -4.105
H 0.184 1.140 -5.935
H 0.304 -0.185 -4.760
H 0.267 1.172 -3.136
H -2.873 -0.406 -6.328
```

Calculated values
ΔE to the lowest compared entry with this formula, charge and spin, kcal/mol: 5.68
Gap between HOMO and LUMO, hartree: 0.30214
Charge: 0
E_HOMO, eV: -9.79
Energy, a.u.: -3236.4670
LUMO level, eV: -1.570
Maximum force, Eh/bohr: 0.034



[8]
Entry from the Open Molecules 2025 dataset: a structure of composition C23H31IrN2O3P in a non-equilibrium geometry (the ωB97M-V functional and the def2-TZVPD basis).

Structure (XYZ):
```
61
C23H31IrN2O3P (the ωB97M-V functional and the def2-TZVPD basis)
Ir -0.110 -0.631 -0.122
O 0.094 0.837 -4.379
C -0.825 1.811 -4.199
C -1.361 2.387 -5.350
C -2.323 3.369 -5.254
C -2.755 3.824 -4.006
C -2.229 3.263 -2.867
C -1.277 2.233 -2.939
C -0.871 1.538 -1.714
O 0.006 0.561 -1.788
N -1.430 1.839 -0.581
N -1.092 0.940 0.407
C -1.686 1.090 1.557
C -1.547 0.256 2.703
C -2.441 0.416 3.782
C -2.364 -0.406 4.874
C -1.349 -1.376 4.940
C -0.444 -1.527 3.913
C -0.547 -0.726 2.771
O 0.323 -0.861 1.777
H 0.371 0.516 -3.504
H -0.997 2.039 -6.308
H -2.753 3.782 -6.158
H -3.500 4.604 -3.937
H -2.547 3.599 -1.890
H -2.371 1.930 1.605
H -3.200 1.188 3.723
H -3.077 -0.314 5.681
H -1.271 -2.008 5.814
H 0.360 -2.249 3.958
C 0.356 -3.851 -0.580
C -0.604 -3.293 -1.643
C 0.205 -2.648 -2.781
P -1.682 -2.043 -0.823
C -2.543 -2.924 0.524
C -3.623 -2.060 1.187
C -3.098 -4.294 0.123
C -2.807 -1.418 -2.126
C -3.626 -2.507 -2.823
C -3.732 -0.281 -1.659
H 1.119 -4.470 -1.052
H -0.148 -4.454 0.174
H 0.883 -3.041 -0.049
H -1.226 -4.089 -2.054
H 0.742 -1.759 -2.441
H -0.421 -2.349 -3.622
H 0.946 -3.357 -3.149
H -1.740 -3.074 1.256
H -4.562 -2.123 0.636
H -3.336 -1.013 1.253
H -3.807 -2.417 2.201
H -3.818 -4.223 -0.689
H -3.612 -4.724 0.984
H -2.315 -4.990 -0.177
H -2.097 -0.995 -2.845
H -4.426 -2.872 -2.181
H -3.022 -3.354 -3.151
H -4.092 -2.071 -3.707
H -4.616 -0.682 -1.164
H -4.062 0.295 -2.524
H -3.248 0.411 -0.977
```

Calculated values
Gap between HOMO and LUMO, hartree: 0.24320
Charge: +1
E_HOMO, eV: -10.95
Energy, a.u.: -1675.7285
LUMO level, eV: -4.330
Maximum force, Eh/bohr: 0.041